This record from the Open Molecules 2025 dataset describes C40H48N3O2OsTe as an isolated structure at a distorted geometry. The level of theory is ωB97M-V/def2-TZVPD.

```
! wB97M-V def2-TZVPD RIJCOSX def2/J DEFGRID3
* xyz 1 1
Os 0.71584 0.02844 -0.02938
C -1.04457 5.19800 0.65395
C 0.20838 4.57877 0.02967
C 1.26145 5.67458 -0.17341
C -0.12434 3.87430 -1.27490
C -0.86151 4.56806 -2.23389
C -1.18674 4.00522 -3.44971
C -0.79313 2.70886 -3.73479
C -0.05221 1.97364 -2.82050
C 0.38650 0.57529 -3.22755
C -0.71913 -0.21794 -3.92047
C 1.65656 0.66019 -4.07584
C 0.29162 2.57995 -1.59655
N 1.14076 1.81534 -0.70097
C 2.49384 2.20729 -0.68267
O 2.94777 3.22051 -1.14026
C 3.36687 1.13784 -0.07659
C 4.73033 1.17516 0.15179
C 5.33698 0.03472 0.66972
C 4.59619 -1.12327 0.90829
C 3.24520 -1.09603 0.63036
N 2.69134 0.02808 0.17971
C 2.27508 -2.25238 0.65348
O 2.55915 -3.34495 1.05034
N 1.00808 -1.87397 0.11725
C 0.19984 -2.91292 -0.46973
C -1.16678 -2.92010 -0.14745
C -1.96903 -3.89403 -0.72413
C -1.43273 -4.84038 -1.58309
C -0.09404 -4.78802 -1.91837
C 0.74755 -3.80904 -1.39711
C 2.15292 -3.70789 -1.96348
C 2.08476 -3.16150 -3.38937
C 2.90383 -5.03792 -1.91079
C -1.76186 -1.86499 0.76867
C -1.95504 -0.52523 0.05401
C -3.10230 -2.26050 1.38039
H -0.79145 5.69314 1.59234
H -1.81592 4.45625 0.85195
H -1.47682 5.95500 -0.00043
H 0.61394 3.83094 0.72085
H 0.86522 6.46133 -0.81960
H 2.16693 5.28920 -0.63259
H 1.52071 6.12942 0.78403
H -1.17128 5.58338 -2.02501
H -1.75018 4.57311 -4.17813
H -1.05738 2.27234 -4.68867
H 0.65160 -0.01476 -2.32145
H -0.93130 0.18813 -4.90948
H -1.64562 -0.20076 -3.34426
H -0.41940 -1.25729 -4.05812
H 1.43446 1.18644 -5.00595
H 2.03881 -0.32735 -4.33017
H 2.44367 1.21852 -3.56487
H 5.28266 2.07529 -0.07930
H 6.40137 0.03597 0.86159
H 5.04337 -2.03211 1.28643
H -3.02385 -3.92792 -0.49157
H -2.06636 -5.61005 -2.00360
H 0.30638 -5.50928 -2.61884
H 2.73593 -2.99248 -1.38494
H 1.48286 -3.80953 -4.02892
H 3.08387 -3.09107 -3.82387
H 1.63487 -2.16996 -3.40292
H 2.48707 -5.75983 -2.61415
H 2.86655 -5.47279 -0.91190
H 3.95023 -4.88990 -2.18112
H -1.05813 -1.70767 1.58310
H -2.69508 -0.60667 -0.74583
H -1.08791 -0.16677 -0.57505
H -2.25003 0.27523 0.73099
H -3.89981 -2.27759 0.63477
H -3.38342 -1.54045 2.14756
H -3.04866 -3.24928 1.83991
C -4.74491 0.15487 5.56111
C -3.43583 0.20615 4.82556
C -3.04023 1.34894 4.13955
C -1.84103 1.40910 3.44227
C -1.45870 2.69975 2.77358
C -1.01207 0.27705 3.42223
Te 0.89980 0.38567 2.56025
C -1.38087 -0.88927 4.11764
C -0.57024 -2.15940 4.19680
C -2.59005 -0.89235 4.80685
H -5.19900 1.14127 5.63543
H -4.61130 -0.23987 6.56844
H -5.44820 -0.50178 5.04509
H -3.67635 2.22644 4.16123
H -2.29403 3.39693 2.79375
H -1.16417 2.54253 1.73347
H -0.61002 3.16885 3.27633
H 0.38282 -2.11012 3.67586
H -1.14038 -2.99624 3.77827
H -0.36549 -2.40214 5.24016
H -2.87505 -1.78973 5.34675
*
```

Values from the calculation:
Kohn-Sham gap (spin up / spin down) ... 6.22 / 6.22 eV
Relative energy (zero: lowest compared OMol25 entry of this formula, charge and spin) ... 0.0 kJ/mol

***

This record from the Open Molecules 2025 dataset describes C40H49F6HfN8O6PS2 as an isolated structure at a distorted geometry. The level of theory is ωB97M-V/def2-TZVPD.

```
! wB97M-V def2-TZVPD RIJCOSX def2/J DEFGRID3
* xyz 2 1
Hf 0.01010 0.46177 -0.11614
N -4.69652 0.13047 0.59518
C -3.41303 0.57686 0.51483
S -2.28930 0.15008 1.75709
N -3.13008 1.26761 -0.55897
N -1.81328 1.72261 -0.56944
C -1.64791 2.84828 -1.16457
C -2.76977 3.61696 -1.75659
C -3.56151 4.41361 -0.93727
C -4.60171 5.14478 -1.49068
C -4.84864 5.08229 -2.85718
C -4.05115 4.29245 -3.67278
C -3.00735 3.55983 -3.12331
C -0.31246 3.47096 -1.03627
C 0.01448 4.63199 -1.70261
C 1.21800 5.24786 -1.37705
C 2.01925 4.68356 -0.39904
C 1.62810 3.48474 0.17710
N 0.49048 2.88219 -0.14072
H -5.02332 -0.14970 1.50388
H -5.36694 0.59768 0.00325
H -3.36681 4.45724 0.12838
H -5.21906 5.76642 -0.85524
H -5.65981 5.65566 -3.28677
H -4.23621 4.25160 -4.73856
H -2.37374 2.95018 -3.76006
H -0.66504 5.05241 -2.43080
H 1.51554 6.16338 -1.87228
H 2.94677 5.14859 -0.09532
H 2.24787 2.98089 0.90800
O -1.32251 -1.11770 -1.06835
S -2.70784 -1.29158 -1.71550
C -2.61969 -2.86764 -2.59917
C -3.24504 -2.59431 -3.96455
C -2.65249 -1.26113 -4.42135
C -2.77992 -0.30541 -3.23699
H -3.15700 -3.61330 -2.01383
H -1.56242 -3.12592 -2.66622
H -4.33190 -2.52314 -3.87534
H -3.02744 -3.40509 -4.65816
H -3.16224 -0.86165 -5.29583
H -1.60622 -1.41080 -4.68402
H -3.74851 0.19462 -3.19874
H -1.99321 0.44530 -3.14375
C 2.53646 1.14003 4.69639
C 1.17760 1.82994 4.48774
C 0.14006 1.31665 5.49509
C 1.32221 3.35486 4.57288
C 0.70981 1.49374 3.12690
N 0.35928 1.21868 2.07351
H 2.90341 1.38787 5.69322
H 3.27038 1.47713 3.96181
H 2.44629 0.05451 4.62010
H 0.43222 1.64504 6.49274
H 0.09611 0.22613 5.49235
H -0.85393 1.70981 5.27894
H 1.63985 3.61307 5.58302
H 0.37635 3.85792 4.36977
H 2.07511 3.72048 3.87324
C 0.84883 0.40487 -4.43862
C 1.29394 0.23894 -2.98902
O 0.32895 0.72958 -2.12712
C 2.68566 0.97608 -2.82474
F 3.26594 1.19665 -4.01306
F 2.49860 2.16643 -2.24841
F 3.56572 0.29179 -2.09037
C 1.46133 -1.27194 -2.70022
F 0.42508 -1.96883 -3.19228
F 1.45224 -1.50708 -1.34962
F 2.56607 -1.80573 -3.19241
H 0.78956 1.46795 -4.66826
H -0.13608 -0.03491 -4.56260
H 1.54108 -0.06319 -5.13465
C -0.62996 -5.34477 1.67629
N -1.72950 -4.36608 2.11424
C -1.47281 -3.98726 3.58450
N -0.16470 -3.46267 3.74663
C 0.84029 -4.41819 3.27776
N 0.65115 -4.77044 1.86914
C 0.93320 -3.64940 0.96115
P -0.16510 -2.18404 1.28158
C -1.75686 -3.14722 1.23297
C 0.00167 -2.13962 3.12825
H -0.81801 -5.58013 0.62997
H -0.75641 -6.23602 2.28962
H -2.63123 -4.83999 2.05755
H -1.60657 -4.90421 4.15681
H -2.23390 -3.25737 3.85327
H 0.77377 -5.32599 3.87817
H 1.82929 -3.98401 3.40706
H 0.80106 -3.97730 -0.07252
H 1.96873 -3.33928 1.07660
H -1.94089 -3.48726 0.21324
H -2.57438 -2.49719 1.54621
H -0.74016 -1.45040 3.53488
H 0.99391 -1.75678 3.36187
O 2.01969 0.67738 0.10176
C 2.69892 -0.12181 0.89667
O 2.13923 -1.03754 1.50435
C 4.14469 0.11596 1.04784
C 4.73063 1.27305 0.55120
C 6.09656 1.52355 0.71337
C 6.82300 0.56170 1.37033
O 8.14302 0.56954 1.65468
C 8.44241 -0.70936 2.24174
O 7.18662 -1.36109 2.47737
C 6.24268 -0.60041 1.86103
C 4.91058 -0.85425 1.72521
H 4.12050 1.97690 0.00057
H 6.56661 2.42006 0.33319
H 8.95589 -0.55915 3.18589
H 9.03716 -1.29596 1.54448
H 4.45301 -1.75139 2.11780
*
```

Values from the calculation:
Kohn-Sham gap ... 7.04 eV

***

> Number 1 is which compound?

C40H48N3O2OsTe